{
  "formula": "C4H6N2O",
  "method": "wB97M-V/def2-TZVPD",
  "species": ["H", "N", "C", "C", "N", "C", "C", "O", "H", "H", "H", "H", "H"],
  "coordinates": [[1.02209, 1.66206, 1.54117], [0.21415, 1.10008, 1.27245], [0.56716, 0.16096, 0.49407], [1.94512, -0.13863, -0.02884], [-0.40539, -0.79040, 0.07094], [-1.13078, -0.44654, -1.26495], [-1.71037, -0.26485, -0.12850], [-2.72037, 0.00458, 0.67048], [1.94249, -0.09497, -1.12442], [2.24133, -1.15312, 0.25557], [2.68169, 0.57479, 0.35032], [-1.07406, -0.82363, -2.26973], [-3.49757, 0.20974, 0.13061]],
  "forces_ev_per_a": [[-0.103, -0.035, -0.044], [0.236, -0.203, -0.193], [0.012, 0.130, 0.124], [0.057, 0.042, 0.010], [0.035, 0.024, 0.217], [-0.204, 0.042, -0.038], [0.107, -0.013, -0.180], [0.041, -0.044, -0.200], [-0.023, -0.013, 0.151], [-0.065, 0.131, -0.036], [-0.130, -0.108, -0.047], [-0.020, 0.072, 0.154], [0.057, -0.025, 0.084]],
  "total_energy_ha": -340.6344,
  "lumo_energy_ev": 0.643,
  "e_above_lowest_kcal_mol": 100.7,
  "multiplicity": 1,
  "fmax_ha_per_bohr": 0.0071
}

{
  "formula": "C4H6N2O",
  "method": "wB97M-V/def2-TZVPD",
  "species": ["C", "C", "C", "N", "C", "N", "O", "H", "H", "H", "H", "H", "H"],
  "coordinates": [[0.35324, -0.99217, 2.03043], [0.36732, -0.42964, 0.65418], [1.31326, -0.50280, -0.29839], [0.82932, -0.03186, -1.50905], [-0.39286, 0.28804, -1.23452], [-1.32587, 0.69119, -2.16353], [-0.77008, 0.09621, 0.04839], [-0.15285, -1.96421, 2.04250], [1.39916, -1.16092, 2.30693], [-0.09924, -0.35823, 2.79736], [2.31366, -0.89786, -0.19526], [-1.96915, 1.42447, -1.89987], [-0.86010, 0.86848, -3.04403]],
  "forces_ev_per_a": [[-0.033, -0.006, 0.024], [0.286, -0.225, -0.118], [0.139, -0.099, 0.220], [-0.292, 0.122, 0.062], [0.185, -0.020, -0.187], [0.026, 0.075, 0.053], [0.029, -0.093, -0.110], [-0.012, 0.154, 0.068], [-0.195, -0.004, 0.024], [0.002, 0.062, -0.229], [-0.083, 0.105, -0.019], [0.115, -0.118, 0.130], [-0.166, 0.048, 0.082]],
  "total_energy_ha": -340.7729,
  "lumo_energy_ev": 0.944,
  "e_above_lowest_kcal_mol": 13.8,
  "multiplicity": 1,
  "fmax_ha_per_bohr": 0.0074
}

{
  "formula": "C4H6N2O",
  "method": "wB97M-V/def2-TZVPD",
  "species": ["C", "C", "C", "N", "C", "N", "O", "H", "H", "H", "H", "H", "H"],
  "coordinates": [[-2.13583, 0.49141, 0.17012], [-0.77159, -0.07000, -0.00448], [-0.29547, -1.29811, -0.28096], [1.09580, -1.28982, -0.31603], [1.38630, -0.05279, -0.08044], [2.62794, 0.52673, -0.12396], [0.33293, 0.76108, 0.13875], [-2.26787, 1.43167, -0.37443], [-2.85459, -0.23212, -0.22544], [-2.38357, 0.66974, 1.22258], [-0.86358, -2.19756, -0.47593], [2.74465, 1.39321, 0.37725], [3.38489, -0.13345, -0.02704]],
  "forces_ev_per_a": [[-0.028, 0.011, 0.010], [-0.084, -0.276, -0.061], [-0.302, 0.006, -0.003], [0.087, 0.345, 0.012], [0.091, -0.151, -0.072], [-0.007, -0.008, 0.067], [0.052, -0.042, -0.050], [0.077, -0.128, 0.049], [0.086, 0.115, 0.081], [0.085, 0.013, -0.126], [0.091, 0.124, 0.074], [-0.055, -0.113, 0.022], [-0.094, 0.105, -0.002]],
  "total_energy_ha": -340.7763,
  "lumo_energy_ev": 0.939,
  "e_above_lowest_kcal_mol": 11.7,
  "multiplicity": 1,
  "fmax_ha_per_bohr": 0.0069
}

{
  "formula": "C4H6N2O",
  "method": "wB97M-V/def2-TZVPD",
  "species": ["O", "C", "C", "C", "C", "N", "N", "H", "H", "H", "H", "H", "H"],
  "coordinates": [[-2.68157, -0.23141, -0.07759], [-1.45485, -0.25960, -0.02041], [-0.54453, 1.04409, 0.01681], [0.68617, 0.44452, -0.51945], [1.38903, -0.31147, 0.42920], [0.66873, -1.01850, -0.52698], [-0.59838, -1.35650, 0.04391], [-0.40283, 1.51853, 0.97665], [-1.05884, 1.84088, -0.53493], [1.31676, 0.99906, -1.29742], [2.46193, -0.25549, 0.23728], [1.06197, -0.12121, 1.46994], [-0.84359, -2.29290, -0.19703]],
  "forces_ev_per_a": [[2.126, -0.612, 0.215], [-1.923, 1.065, 0.765], [-2.028, -0.672, -0.939], [1.126, 3.361, -2.968], [4.073, 1.034, 3.317], [-1.295, -1.187, -0.680], [-0.440, 1.037, -0.458], [-0.078, -0.496, 0.676], [0.256, -0.544, -0.515], [-1.305, -1.095, 0.807], [-0.034, -0.661, 0.603], [0.220, -0.978, -0.593], [-0.697, -0.250, -0.232]],
  "total_energy_ha": -340.6836,
  "lumo_energy_ev": 0.994,
  "e_above_lowest_kcal_mol": 69.9,
  "multiplicity": 1,
  "fmax_ha_per_bohr": 0.1041
}

{
  "formula": "C4H6N2O",
  "method": "wB97M-V/def2-TZVPD",
  "species": ["C", "C", "N", "O", "C", "C", "N", "H", "H", "H", "H", "H", "H"],
  "coordinates": [[-2.39601, -0.30322, 0.17969], [-0.93157, -0.36722, -0.19541], [-0.18363, -1.23956, 0.29111], [1.22701, -1.16928, -0.08853], [1.80213, 0.07883, -0.47322], [2.34976, 0.92869, 0.59731], [3.15902, 0.27384, -0.11250], [-3.02150, -0.70962, -0.58027], [-2.68195, 0.75537, 0.05466], [-2.55163, -0.88344, 1.15057], [-0.56647, 0.39135, -0.90727], [1.42983, 0.57842, -1.34426], [2.36500, 1.66585, 1.42812]],
  "forces_ev_per_a": [[0.862, -0.123, 0.670], [-0.817, 1.101, -0.906], [1.993, -0.328, 0.252], [-0.482, 0.159, -0.289], [-2.447, 0.339, 1.599], [-0.067, 0.033, -0.247], [1.648, 0.151, 0.718], [-0.304, -1.000, -0.729], [-0.004, -0.241, 1.270], [-0.110, 1.385, -1.203], [-0.180, -0.291, 0.347], [-0.111, -0.369, -0.730], [0.018, -0.816, -0.750]],
  "total_energy_ha": -340.5962,
  "lumo_energy_ev": 0.863,
  "e_above_lowest_kcal_mol": 124.7,
  "multiplicity": 1,
  "fmax_ha_per_bohr": 0.0572
}

{
  "formula": "C4H6N2O",
  "method": "wB97M-V/def2-TZVPD",
  "species": ["C", "C", "N", "C", "N", "C", "O", "H", "H", "H", "H", "H", "H"],
  "coordinates": [[2.36755, -0.39422, 0.00403], [0.87630, -0.14882, -0.08305], [-0.10703, -0.93196, -0.14076], [-1.23322, -0.06556, -0.04230], [-2.53948, -0.49580, -0.06327], [-0.81897, 1.19847, -0.02336], [0.51386, 1.17385, -0.06468], [2.73000, -0.81498, -0.93854], [2.96856, 0.50564, 0.19566], [2.53736, -1.00418, 0.89146], [-3.17638, 0.25741, 0.18606], [-2.80188, -1.46147, 0.20644], [-1.31666, 2.18162, -0.12769]],
  "forces_ev_per_a": [[-0.407, 0.219, 0.084], [1.881, 2.582, -0.144], [-2.344, -0.573, 0.643], [0.012, -1.621, -0.372], [-0.845, -0.779, 0.005], [-1.153, 1.467, -0.278], [2.394, -0.047, 0.155], [0.017, -0.370, 0.417], [-0.692, 0.075, -0.240], [0.164, -0.525, -0.420], [0.004, -0.809, -0.006], [0.550, 1.382, -0.151], [0.418, -1.002, 0.308]],
  "total_energy_ha": -340.7544,
  "lumo_energy_ev": 1.051,
  "e_above_lowest_kcal_mol": 25.4,
  "multiplicity": 1,
  "fmax_ha_per_bohr": 0.0622
}

no.,HOMO-LUMO gap (eV)
1,8.902
2,9.107
3,9.024
4,10.638
5,10.452
6,8.895